Record 1
{
  "formula": "C4H10NO2",
  "method": "ωB97M-V/def2-TZVPD",
  "total_energy_ha": -363.584421,
  "lumo_energy_ev": 3.73,
  "gap_ev": 6.257,
  "charge": -1,
  "e_homo_ev": -2.5,
  "relative_energy_kcal_mol": 87.85,
  "species": ["C", "O", "C", "N", "H", "H", "H", "H", "H", "H", "C", "C", "O", "H", "H", "H", "H"],
  "positions_angstrom": [[-1.0453, -0.2739, 0.0515], [-1.1872, 0.6596, 1.0214], [-1.4594, -1.6444, 0.5792], [-1.0304, -2.8042, -0.2693], [-1.6710, -0.0581, -0.8653], [0.0309, -0.4118, -0.3220], [-0.9860, -1.7679, 1.5773], [-2.5658, -1.7144, 0.6044], [-0.0025, -2.8514, -0.1482], [-1.4188, -3.6740, 0.1291], [2.3085, 1.7230, 0.3545], [1.2365, 2.1607, -0.3704], [1.4983, 2.6610, -1.6213], [2.0947, 1.1752, 1.3237], [3.3294, 1.8794, 0.0935], [0.2049, 2.0894, -0.0529], [0.6634, 2.8518, -2.0852]],
  "lowdin_charge": [-0.572, -0.378, -0.324, -0.072, 0.083, 0.079, 0.095, 0.096, 0.045, 0.035, -0.020, -0.268, -0.051, 0.065, 0.017, 0.075, 0.095]
}


Record 2
{
  "formula": "C4H9NO",
  "method": "ωB97M-V/def2-TZVPD",
  "total_energy_ha": -287.726931,
  "lumo_energy_ev": 1.15,
  "gap_ev": 9.831,
  "charge": 0,
  "e_homo_ev": -8.7,
  "relative_energy_kcal_mol": 66.22,
  "species": ["C", "C", "C", "C", "H", "H", "H", "H", "H", "H", "H", "H", "H", "N", "O"],
  "positions_angstrom": [[-0.1808, -0.4684, -1.4211], [-0.5082, -0.1887, 0.0799], [0.0125, -1.1461, 1.1951], [0.5125, 0.1388, 1.8261], [0.4280, 1.4157, -1.5752], [-1.0040, 1.0724, -2.5186], [-1.0194, -1.0893, -1.8444], [0.7199, -1.1699, -1.6060], [-1.5225, 0.1033, 0.1354], [0.8181, -1.9066, 0.9972], [-0.8512, -1.4949, 1.6425], [1.6090, 0.2071, 1.9857], [0.1558, 0.5430, 2.7757], [-0.0904, 0.7663, -2.0934], [0.2854, 0.8677, 0.5727]],
  "lowdin_charge": [-0.266, -0.334, -0.077, -0.159, 0.042, 0.106, 0.122, 0.129, 0.126, 0.133, 0.072, 0.115, 0.111, -0.007, -0.113]
}


Record 3
{
  "formula": "C7H6ClNO5S",
  "method": "ωB97M-V/def2-TZVPD",
  "total_energy_ha": -1559.512166,
  "lumo_energy_ev": -1.28,
  "gap_ev": 8.478,
  "charge": 0,
  "e_homo_ev": -9.8,
  "species": ["C", "C", "C", "C", "C", "C", "C", "N", "O", "O", "O", "O", "O", "S", "Cl", "H", "H", "H", "H", "H", "H"],
  "positions_angstrom": [[1.6605, 2.2878, -1.3020], [0.5134, 2.3404, -2.0606], [1.7052, 1.3522, -0.2643], [-0.4948, 1.3825, -1.8377], [0.5887, 0.6599, 0.1430], [-0.5265, 0.6468, -0.6728], [-1.4793, -1.3291, 0.2093], [-1.6196, -1.2276, 1.7299], [-2.0527, -0.1910, 2.1474], [-1.2002, -2.1515, 2.4403], [1.5006, -1.6874, 2.5777], [0.8990, -3.0779, 0.6750], [-1.6760, -0.1874, -0.4219], [0.8654, -2.9188, 2.1300], [-2.8808, -2.3876, -0.1409], [2.4277, 2.8932, -1.5261], [0.6411, 3.0792, -2.8584], [2.5258, 1.1444, 0.5047], [-1.3307, 1.2620, -2.3976], [0.5772, 0.1337, 0.9900], [-0.6439, -2.0237, -0.0650]],
  "lowdin_charge": [-0.076, -0.048, -0.043, 0.012, -0.027, -0.178, -0.663, -0.365, 0.165, -0.102, -0.421, -0.448, -0.028, 0.918, 0.738, 0.065, 0.116, 0.143, 0.087, 0.051, 0.104]
}


Record 4
{
  "formula": "C15H20IrN7O2S2",
  "method": "ωB97M-V/def2-TZVPD",
  "total_energy_ha": -2017.423301,
  "lumo_energy_ev": [-6.67, -8.20],
  "gap_ev": [7.329, 6.280],
  "charge": 2,
  "e_homo_ev": [-14.0, -14.5],
  "relative_energy_kcal_mol": 1.85,
  "spin_multiplicity": 5,
  "species": ["Ir", "C", "C", "C", "C", "N", "C", "S", "N", "C", "H", "H", "H", "H", "H", "H", "H", "H", "O", "N", "O", "C", "C", "C", "C", "N", "N", "C", "H", "H", "H", "H", "H", "H", "H", "H", "S", "C", "N", "C", "C", "C", "N", "H", "H", "H", "H"],
  "positions_angstrom": [[0.2271, -0.8212, -0.0911], [-3.1055, 4.2885, 2.1592], [-2.6075, 2.9237, 1.8370], [-2.8482, 1.7970, 2.5746], [-2.3565, 0.5602, 2.1295], [-1.6262, 0.4742, 1.0113], [-1.3942, 1.5760, 0.2860], [-0.4616, 1.4402, -1.1283], [-1.8815, 2.7697, 0.6987], [-2.6763, -0.6760, 2.8946], [-3.2988, 4.3800, 3.2247], [-4.0418, 4.4686, 1.6260], [-2.3893, 5.0534, 1.8602], [-3.4304, 1.8567, 3.4821], [-1.6779, 3.5800, 0.1249], [-2.1005, -0.6963, 3.8236], [-2.4537, -1.5729, 2.3277], [-3.7304, -0.6590, 3.1719], [-0.2691, -2.2043, 1.6695], [0.3830, -1.6147, 2.5474], [0.9678, -0.6058, 2.0915], [5.2920, 1.2928, 1.0049], [4.1768, 0.8956, 0.1033], [4.0278, 1.0099, -1.2690], [2.7993, 0.4311, -1.5768], [2.2260, -0.0286, -0.4547], [3.0767, 0.2805, 0.5561], [2.1570, 0.2759, -2.9112], [5.9663, 1.9677, 0.4841], [5.8624, 0.4171, 1.3166], [4.9216, 1.7959, 1.8976], [4.7323, 1.4454, -1.9567], [2.8490, -0.0051, 1.4969], [1.8418, 1.2423, -3.3068], [1.2891, -0.3829, -2.8648], [2.8631, -0.1553, -3.6200], [1.3223, -3.1673, -0.6944], [-0.0561, -3.2255, -1.6303], [-0.4403, -4.2768, -2.4054], [-1.5576, -4.2545, -3.1632], [-2.3562, -3.1473, -3.1658], [-1.9604, -2.0831, -2.3493], [-0.8632, -2.1282, -1.6169], [0.1511, -5.1003, -2.4050], [-1.7587, -5.1456, -3.7420], [-3.2521, -3.1031, -3.7640], [-2.5384, -1.1686, -2.2842]],
  "mulliken_spin": [2.769, -0.002, 0.000, 0.009, 0.011, 0.086, -0.010, 0.229, 0.013, -0.006, 0.000, 0.000, 0.000, 0.001, 0.006, 0.000, 0.003, 0.000, 0.160, 0.010, 0.130, 0.001, 0.016, 0.007, -0.020, 0.228, -0.043, 0.012, 0.001, 0.002, 0.001, 0.001, -0.008, 0.000, -0.009, 0.001, 0.284, -0.015, 0.005, 0.006, -0.001, 0.005, 0.111, 0.006, 0.000, 0.000, 0.004]
}


Record 5
{
  "formula": "C5H9NO",
  "method": "ωB97M-V/def2-TZVPD",
  "total_energy_ha": -325.902777,
  "lumo_energy_ev": 0.92,
  "gap_ev": 10.261,
  "charge": 0,
  "e_homo_ev": -9.3,
  "relative_energy_kcal_mol": 21.82,
  "smiles": "C[C@H]1CN(C)C1=O",
  "species": ["C", "C", "C", "N", "C", "C", "O", "H", "H", "H", "H", "H", "H", "H", "H", "H"],
  "positions_angstrom": [[-1.4897, -0.6805, -1.3435], [-0.3627, -1.1105, -0.4185], [0.9574, -0.3103, -0.5639], [0.6796, 0.2814, 0.7403], [1.1150, 1.5093, 1.3476], [-0.4791, -0.4190, 0.9456], [-1.3007, -0.3918, 1.8312], [-1.6114, 0.4093, -1.3084], [-2.4389, -1.1196, -1.0218], [-1.2885, -0.9700, -2.3781], [-0.2433, -2.1963, -0.3864], [1.8766, -0.9049, -0.5850], [0.9682, 0.4158, -1.3864], [1.0976, 2.3205, 0.6093], [0.4009, 1.7278, 2.1395], [2.1189, 1.4390, 1.7784]],
  "lowdin_charge": [-0.061, -0.235, -0.098, -0.093, -0.032, -0.453, 0.083, 0.089, 0.084, 0.078, 0.141, 0.114, 0.120, 0.089, 0.090, 0.084]
}


Record 6
{
  "formula": "C38H49ClN4O4PSr",
  "method": "ωB97M-V/def2-TZVPD",
  "total_energy_ha": -2829.742649,
  "lumo_energy_ev": [2.16, 2.16],
  "gap_ev": [2.907, 2.907],
  "charge": -1,
  "e_homo_ev": [-0.8, -0.8],
  "species": ["O", "C", "C", "C", "H", "C", "H", "C", "H", "C", "H", "C", "H", "H", "C", "C", "H", "H", "H", "C", "C", "H", "H", "H", "H", "Sr", "Cl", "C", "O", "N", "C", "C", "H", "H", "H", "H", "H", "H", "H", "H", "H", "C", "C", "N", "H", "C", "O", "H", "H", "H", "H", "H", "H", "C", "C", "N", "H", "C", "O", "H", "H", "H", "H", "N", "P", "C", "C", "C", "C", "C", "C", "C", "C", "C", "C", "C", "C", "C", "C", "C", "C", "C", "C", "H", "H", "H", "H", "H", "H", "H", "H", "H", "H", "H", "H", "H", "H", "H"],
  "positions_angstrom": [[-0.3704, 0.1812, -3.2097], [-1.2976, 0.3554, -4.1603], [-1.1208, 1.7346, -4.8322], [-0.6404, 2.8292, -4.1096], [-0.4536, 2.7227, -3.0372], [-0.3951, 4.0443, -4.7604], [0.0560, 4.8676, -4.2001], [-0.7298, 4.1950, -6.1125], [-0.5482, 5.1449, -6.6239], [-1.2936, 3.1178, -6.8118], [-1.5889, 3.2232, -7.8574], [-1.4616, 1.8854, -6.1765], [-1.8817, 1.0202, -6.6961], [-1.1633, -0.3908, -4.9737], [-3.1854, -1.3482, -3.5269], [-2.7617, 0.0866, -3.6213], [-4.2075, -1.4560, -3.9192], [-3.2016, -1.7536, -2.5013], [-2.5173, -1.9855, -4.1220], [-3.6098, 1.1085, -3.4863], [-5.0689, 1.0172, -3.2041], [-3.2487, 2.1302, -3.6101], [-5.6136, 1.4919, -4.0301], [-5.3087, 1.5842, -2.3002], [-5.4406, -0.0053, -3.0850], [-1.2724, 0.0238, -0.7486], [-2.9729, 2.1883, -0.2820], [-2.5648, -0.0103, 2.1707], [-2.1544, -0.9287, 1.4313], [-2.5121, -0.0111, 3.5053], [-2.0804, -1.1860, 4.2480], [-3.0559, 1.1026, 4.2700], [-3.0015, 0.9011, 1.7260], [-1.6760, -1.9404, 3.5673], [-2.9184, -1.6006, 4.8270], [-1.3006, -0.8913, 4.9615], [-3.2859, 1.9043, 3.5595], [-2.3205, 1.4634, 4.9974], [-3.9663, 0.8095, 4.8147], [3.7828, 1.9776, -3.8606], [2.4705, 1.4372, -0.2702], [2.7047, 1.9087, -3.6628], [2.5363, 1.9338, -1.2401], [2.4683, 1.2348, -2.3715], [2.2199, 1.3350, -4.4582], [2.1874, -0.1367, -2.3791], [1.8256, -0.7490, -1.3780], [0.6990, 1.7121, 0.7746], [2.2896, -0.5592, -3.3972], [2.2957, 2.9233, -3.6312], [2.7173, 3.0026, -1.3679], [-0.9722, -5.7853, -0.5714], [1.1494, -5.7144, -2.2707], [-1.4520, -5.2347, -1.3929], [0.5374, -5.0396, -2.8840], [-0.4812, -4.3848, -2.0724], [-2.2656, -4.6195, -0.9984], [-0.4588, -3.0658, -1.8638], [-1.2757, -2.4579, -1.1261], [1.1759, -4.2700, -3.3306], [0.3474, -2.5333, -2.4029], [-1.8342, -5.9692, -2.1099], [0.0640, -5.6343, -3.6750], [0.4843, 0.7599, 1.0904], [1.2929, 0.4215, 2.4147], [1.1652, -1.3376, 2.8187], [1.7696, -1.8712, 3.9653], [1.7208, -3.2456, 4.2038], [1.1396, -4.0974, 3.2594], [0.6068, -3.5737, 2.0785], [0.6443, -2.2014, 1.8485], [3.1035, 0.6009, 2.4259], [3.7899, 1.4138, 3.3433], [5.1860, 1.3403, 3.4225], [5.8940, 0.4814, 2.5763], [5.2156, -0.2800, 1.6186], [3.8250, -0.2083, 1.5366], [0.7056, 1.3894, 3.8262], [0.6787, 0.9308, 5.1536], [0.3025, 1.8001, 6.1824], [-0.0835, 3.1085, 5.8917], [-0.1000, 3.5559, 4.5686], [0.2701, 2.6936, 3.5389], [2.3086, -1.2226, 4.6604], [2.1637, -3.6506, 5.1134], [1.1310, -5.1750, 3.4250], [0.1771, -4.2196, 1.3109], [0.2965, -1.8037, 0.8965], [3.2266, 2.0804, 4.0027], [5.7093, 1.9538, 4.1607], [6.9777, 0.4033, 2.6624], [5.7553, -0.9371, 0.9358], [3.2720, -0.7859, 0.7909], [0.9577, -0.0922, 5.3969], [0.3330, 1.4440, 7.2143], [-0.3580, 3.7868, 6.6997], [-0.3776, 4.5795, 4.3272], [0.2192, 3.0213, 2.4994]],
  "lowdin_charge": [-0.326, -0.478, -0.180, -0.039, 0.113, -0.093, 0.097, -0.122, 0.086, -0.113, 0.086, -0.056, 0.108, 0.120, -0.068, -0.266, 0.069, 0.065, 0.078, -0.167, -0.108, 0.107, 0.072, 0.051, 0.059, 1.208, -0.297, -0.354, -0.159, -0.163, -0.028, -0.034, 0.018, 0.082, 0.092, 0.073, 0.098, 0.071, 0.090, 0.066, -0.027, -0.069, -0.130, -0.252, 0.078, -0.412, -0.119, -0.014, 0.112, 0.067, -0.021, 0.086, 0.090, -0.036, -0.042, -0.179, 0.092, -0.274, -0.172, 0.096, 0.136, 0.086, 0.087, -0.239, 0.842, -0.270, -0.095, -0.084, -0.087, -0.061, -0.072, -0.277, -0.077, -0.097, -0.099, -0.074, -0.071, -0.287, -0.101, -0.096, -0.102, -0.079, -0.069, 0.103, 0.099, 0.098, 0.098, 0.070, 0.100, 0.096, 0.095, 0.105, 0.103, 0.076, 0.102, 0.100, 0.106, 0.108]
}